No. 1
C9H11P | wB97M-V/def2-TZVPD

Results
SMILES	C=CP(C)c1ccccc1
orbital gap	9.04	eV
molecular weight	150.16	g mol⁻¹
HOMO level	-8.15	eV
energy	-18797.5397	eV

XYZ file:
```
21
C9H11P wB97M-V/def2-TZVPD
C -1.338 0.615 -2.453
C -0.317 -0.220 -2.642
P 1.262 -0.187 -1.316
C 1.327 1.706 -1.152
C 0.669 -0.520 0.364
C -0.480 -1.323 0.412
C -1.172 -1.489 1.621
C -0.639 -1.016 2.817
C 0.600 -0.335 2.746
C 1.231 -0.093 1.549
H -2.289 0.359 -3.017
H -1.259 1.452 -1.888
H -0.344 -1.004 -3.425
H 2.250 2.154 -0.826
H 0.442 2.072 -0.527
H 1.043 1.987 -2.224
H -1.038 -1.607 -0.451
H -2.009 -2.186 1.479
H -0.983 -0.947 3.841
H 0.960 0.056 3.603
H 2.082 0.525 1.488
```

---

No. 2
C36H37MgNP2S | wB97M-V/def2-TZVPD

Results
orbital gap (spin up / spin down)	4.96 / 4.95	eV
molecular weight	602.02	g mol⁻¹
HOMO level (spin up / spin down)	-5.22 / -5.22	eV
energy	-74273.3277	eV

XYZ file:
```
78
C36H37MgNP2S wB97M-V/def2-TZVPD
Mg -0.320 0.677 -1.557
C -1.985 1.100 -2.849
C -1.916 -0.233 -2.531
C -1.195 -1.246 -3.374
C 0.220 -0.844 -3.916
C 1.051 0.050 -3.033
C 0.996 1.433 -3.051
C 0.105 2.223 -3.960
C -1.374 1.729 -4.069
C 1.559 0.033 2.992
H -2.693 1.743 -2.319
H -2.512 -0.621 -1.691
H -1.832 -1.476 -4.243
H -1.102 -2.187 -2.808
H 0.770 -1.796 -4.052
H 0.082 -0.407 -4.920
H 1.902 -0.455 -2.565
H 1.780 2.009 -2.557
H 0.520 2.289 -4.984
H 0.100 3.268 -3.609
H -1.967 2.632 -4.307
H -1.454 1.042 -4.925
H 0.883 0.900 3.091
H 2.402 0.096 3.696
H 0.977 -0.885 3.161
P -1.678 -0.609 1.404
P 2.216 0.013 1.351
C -0.322 -0.948 0.218
C 1.024 -0.548 0.125
C -2.613 -2.205 1.446
C -2.868 -3.064 0.358
C -3.625 -4.233 0.558
C -4.098 -4.573 1.827
C -3.805 -3.743 2.912
C -3.058 -2.582 2.727
C -2.779 0.524 0.492
C -2.263 1.810 0.173
C -3.134 2.893 0.251
C -4.515 2.697 0.326
C -5.040 1.399 0.327
C -4.165 0.314 0.437
C 3.644 -1.092 1.400
C 3.440 -2.416 1.849
C 4.543 -3.250 2.057
C 5.836 -2.773 1.806
C 6.039 -1.464 1.345
C 4.940 -0.612 1.150
C 2.728 1.668 0.872
C 2.526 2.768 1.719
C 2.760 4.059 1.250
C 3.129 4.273 -0.084
C 3.316 3.175 -0.937
C 3.147 1.877 -0.453
H -0.511 -1.914 -0.279
H 1.573 -1.018 -0.723
H -2.495 -2.845 -0.644
H -3.854 -4.886 -0.286
H -4.687 -5.482 1.980
H -4.159 -3.990 3.908
H -2.804 -1.936 3.566
H -1.180 2.038 0.026
H -2.684 3.893 0.254
H -5.175 3.565 0.354
H -6.116 1.243 0.266
H -4.564 -0.691 0.489
H 2.422 -2.773 2.047
H 4.388 -4.269 2.415
H 6.697 -3.421 1.976
H 7.039 -1.092 1.140
H 5.081 0.421 0.817
H 2.190 2.605 2.748
H 2.644 4.910 1.922
H 3.277 5.282 -0.458
H 3.580 3.341 -1.981
H 3.295 1.022 -1.126
S -1.540 1.313 3.086
C -1.429 0.439 4.484
N -1.317 -0.186 5.490
```

---

No. 3
C6H14O2 | wB97M-V/def2-TZVPD

Results
SMILES	C=CCC(=C)C.O.O
orbital gap	9.46	eV
molecular weight	118.18	g mol⁻¹
HOMO level	-9.03	eV
energy	-10542.1529	eV

XYZ file:
```
22
C6H14O2 wB97M-V/def2-TZVPD
C 2.074 1.071 0.414
C 2.096 0.217 -0.596
C 1.289 -1.053 -0.780
C -0.018 -1.291 -0.049
C -0.196 -1.112 1.254
C -1.193 -1.748 -0.889
H 1.630 0.801 1.360
H 2.536 2.037 0.427
H 2.584 0.520 -1.517
H 1.883 -1.958 -0.597
H 1.089 -1.114 -1.852
H -1.048 -1.337 1.877
H 0.645 -0.758 1.835
H -2.093 -1.231 -0.564
H -1.488 -2.800 -0.949
H -0.985 -1.499 -1.931
O -1.106 1.448 1.517
H -0.738 2.229 1.956
H -1.952 1.241 1.928
O -1.860 1.754 -1.091
H -1.654 2.056 -0.188
H -1.064 1.233 -1.267
```

---

No. 4
C4H5NO2 | wB97M-V/def2-TZVPD

Results
SMILES	O=C[C@H]1CN1C=O
orbital gap	10.24	eV
molecular weight	99.09	g mol⁻¹
HOMO level	-9.99	eV
energy	-9811.1757	eV

XYZ file:
```
12
C4H5NO2 wB97M-V/def2-TZVPD
O 1.882 0.436 -1.389
C 1.290 -0.344 -0.682
C 0.698 0.369 0.510
C -0.494 1.166 0.345
N -0.946 -0.058 1.005
C -1.244 -1.080 0.077
O -0.886 -1.082 -1.084
H 1.374 -1.435 -0.821
H 1.497 0.642 1.226
H -0.811 1.343 -0.674
H -0.582 2.004 1.022
H -1.778 -1.960 0.466
```

---

No. 5
C7H5NO5P2S | wB97M-V/def2-TZVPD

Results
orbital gap (spin up / spin down)	3.80 / 5.90	eV
molecular weight	277.13	g mol⁻¹
net charge	-2
HOMO level (spin up / spin down)	1.85 / -0.90	eV
multiplicity	3
energy	-48480.3280	eV

XYZ file:
```
21
C7H5NO5P2S wB97M-V/def2-TZVPD
C -1.950 -0.374 0.976
C -2.772 -0.227 -0.199
C -0.730 0.249 1.038
C -2.298 0.682 -1.188
C -0.116 0.837 -0.205
C 0.683 1.898 0.543
C 0.921 -0.204 -0.812
N -1.045 1.187 -1.200
O 2.075 1.558 0.661
O 3.866 0.361 -0.763
O 1.416 -3.587 0.533
O 2.484 -1.022 0.976
O 0.650 -1.575 -0.705
P 1.955 -2.529 -0.300
P 2.573 0.072 -0.037
S 0.257 3.190 1.462
H -2.207 -1.194 1.639
H -3.809 -0.417 -0.303
H -0.176 0.135 1.991
H -2.890 0.775 -2.151
H 1.112 0.186 -1.955
```

---

No. 6
C3H12N2O | wB97M-V/def2-TZVPD

Results
orbital gap	9.95	eV
molecular weight	92.14	g mol⁻¹
HOMO level	-9.05	eV
energy	-8330.3994	eV

XYZ file:
```
18
C3H12N2O wB97M-V/def2-TZVPD
C 1.270 -0.186 -0.446
N 1.721 -0.636 -1.739
N 2.281 0.306 0.426
O 0.278 0.852 -0.692
H -0.169 0.606 -1.515
H 0.766 -1.012 0.076
H 2.648 1.192 0.096
H 1.863 0.440 1.348
H 2.400 0.011 -2.125
H 2.169 -1.540 -1.655
C -1.521 0.630 0.885
C -2.314 -0.563 0.449
H -1.814 -1.109 -0.355
H -1.755 1.013 1.872
H -1.675 1.502 0.258
H -0.433 0.008 1.767
H -3.293 -0.252 0.069
H -2.422 -1.262 1.282
```

---

No. 7
C9H22N3 | wB97M-V/def2-TZVPD

Results
orbital gap (spin up / spin down)	4.44 / 9.62	eV
molecular weight	172.30	g mol⁻¹
net charge	+1
HOMO level (spin up / spin down)	-8.33 / -14.43	eV
multiplicity	3
energy	-14149.5458	eV

XYZ file:
```
34
C9H22N3 wB97M-V/def2-TZVPD
C 1.705 0.914 0.929
C 0.793 2.020 1.296
C -2.683 -1.646 0.393
C -4.337 0.258 0.496
C 2.379 -1.891 -0.070
C 4.218 -0.156 0.007
C -1.608 1.048 -1.473
C -2.889 -0.143 0.228
C 2.864 -0.538 -0.580
N -2.538 0.219 -1.132
N 1.842 0.498 -0.302
N 1.111 0.981 -1.266
H 2.316 0.456 1.685
H 1.273 2.656 2.036
H -0.131 1.649 1.745
H 0.557 2.608 0.411
H -2.872 -1.929 1.424
H -3.364 -2.206 -0.242
H -1.661 -1.923 0.143
H -4.461 1.336 0.436
H -4.626 -0.064 1.493
H -5.005 -0.216 -0.218
H 1.421 -2.159 -0.515
H 3.102 -2.656 -0.335
H 2.271 -1.883 1.011
H 4.402 0.909 -0.113
H 5.002 -0.698 -0.514
H 4.284 -0.408 1.062
H -1.045 1.593 -0.735
H -1.391 1.229 -2.513
H -3.058 -0.283 -1.848
H -2.219 0.399 0.899
H 2.951 -0.579 -1.672
H 1.396 0.603 -2.166
```

---

No. 8
C23H31InN6O4Te | wB97M-V/def2-TZVPD

Results
orbital gap	5.35	eV
molecular weight	697.96	g mol⁻¹
HOMO level	-6.30	eV
energy	-53950.0932	eV

XYZ file:
```
66
C23H31InN6O4Te wB97M-V/def2-TZVPD
In -0.040 0.814 0.244
O 1.967 -2.565 3.306
C 1.196 -2.240 2.259
O 0.001 -2.177 2.289
C 2.007 -2.088 0.989
C 3.284 -2.621 0.886
C 3.909 -2.580 -0.346
C 3.213 -2.065 -1.426
C 1.938 -1.559 -1.224
N 1.370 -1.520 -0.027
C 1.024 -1.095 -2.355
O 1.495 -1.133 -3.610
O -0.088 -0.729 -2.126
H 1.372 -2.671 4.065
H 3.756 -3.065 1.749
H 4.910 -2.971 -0.470
H 3.676 -2.072 -2.404
H 2.424 -1.387 -3.647
C -2.767 -0.279 -0.951
N -4.213 -0.447 -0.982
C -4.840 0.856 -0.734
N -4.450 1.417 0.564
C -3.002 1.576 0.576
N -2.312 0.261 0.369
C -2.759 -0.676 1.436
N -4.206 -0.849 1.419
C -4.602 -1.355 0.100
C -4.831 0.464 1.609
H -2.436 0.419 -1.719
H -2.284 -1.241 -1.114
H -5.924 0.733 -0.752
H -4.546 1.548 -1.523
H -2.681 1.975 1.540
H -2.665 2.244 -0.215
H -2.443 -0.274 2.398
H -2.267 -1.637 1.283
H -5.685 -1.483 0.083
H -4.129 -2.325 -0.063
H -4.531 0.862 2.580
H -5.915 0.342 1.598
C -0.052 3.408 -3.144
C 0.560 2.985 -1.799
C 1.908 2.304 -2.091
C 0.837 4.250 -0.965
N -0.412 2.126 -1.153
H 0.631 4.043 -3.718
H -0.977 3.961 -2.970
H -0.291 2.518 -3.730
H 2.640 3.011 -2.498
H 1.776 1.498 -2.822
H 2.314 1.888 -1.163
H 1.456 4.981 -1.500
H 1.347 3.975 -0.037
H -0.112 4.721 -0.700
Te 0.434 0.941 2.984
C 0.512 3.047 3.010
C 1.695 3.726 2.730
C 1.741 5.112 2.819
C 0.609 5.826 3.186
C -0.574 5.153 3.457
C -0.624 3.767 3.369
H 2.579 3.174 2.439
H 2.664 5.632 2.598
H 0.648 6.906 3.257
H -1.463 5.705 3.733
H -1.548 3.247 3.584
```

---

No. 9
C2H4FNO | wB97M-V/def2-TZVPD

Results
SMILES	CNC(=O)F
orbital gap	11.23	eV
molecular weight	77.06	g mol⁻¹
HOMO level	-10.41	eV
energy	-8394.2474	eV

XYZ file:
```
9
C2H4FNO wB97M-V/def2-TZVPD
C 0.443 0.920 -0.570
N -0.104 0.131 0.506
C -0.364 -1.189 0.384
O 0.009 -1.914 -0.463
F -1.140 -1.664 1.407
H 0.659 1.841 -0.235
H 1.255 0.398 -0.990
H -0.286 0.952 -1.331
H -0.473 0.526 1.292
```

---

No. 10
C20H43IrN2P3Se | wB97M-V/def2-TZVPD

Results
orbital gap (spin up / spin down)	8.16 / 5.02	eV
molecular weight	675.68	g mol⁻¹
net charge	+4
HOMO level (spin up / spin down)	-18.76 / -20.44	eV
multiplicity	6
energy	-120423.0467	eV

XYZ file:
```
70
C20H43IrN2P3Se wB97M-V/def2-TZVPD
Ir -0.255 -0.517 0.338
P 0.112 1.531 1.309
P -2.463 0.054 0.096
P 1.995 -0.696 -0.235
H -1.333 -1.829 -2.145
C -0.484 -2.129 -1.540
C -0.639 -2.446 -0.135
H -1.538 -3.033 0.176
C 0.276 3.029 0.255
C -1.142 2.141 2.533
C 1.575 1.776 2.411
C -3.386 -0.930 -1.106
C -3.351 -0.261 1.668
C -2.903 1.747 -0.410
C 2.516 -1.963 -1.459
C 2.974 -1.048 1.282
C 2.714 0.851 -0.923
H 0.179 -2.819 -2.085
H 0.370 -2.797 0.225
H 0.421 3.897 0.915
H -0.617 3.202 -0.351
H 1.143 2.947 -0.404
H -0.774 3.089 2.950
H -1.268 1.438 3.368
H -2.116 2.350 2.085
H 1.456 2.741 2.926
H 2.510 1.825 1.846
H 1.640 0.997 3.183
H -4.462 -0.858 -0.901
H -3.086 -1.980 -1.070
H -3.195 -0.516 -2.104
H -4.429 -0.241 1.459
H -3.120 0.490 2.432
H -3.083 -1.251 2.058
H -3.994 1.794 -0.529
H -2.440 1.964 -1.381
H -2.602 2.522 0.298
H 3.619 -1.943 -1.509
H 2.090 -1.713 -2.442
H 2.176 -2.973 -1.178
H 3.921 -1.513 0.980
H 2.421 -1.740 1.930
H 3.186 -0.133 1.847
H 3.695 0.610 -1.360
H 2.858 1.613 -0.145
H 2.053 1.239 -1.712
C 0.181 1.312 -4.664
C 0.115 -0.052 -4.330
C 0.622 -1.004 -5.215
C 1.231 -0.596 -6.413
C 1.317 0.773 -6.716
C 0.790 1.729 -5.855
Se -0.634 2.628 -3.549
H 0.663 3.130 -3.090
H -0.348 -0.393 -3.411
H 0.521 -2.073 -5.026
H 1.635 -1.326 -7.125
H 1.794 1.103 -7.642
H 0.877 2.793 -6.091
C 0.090 -0.373 5.749
N -0.178 -1.425 4.765
C -0.447 -2.767 5.256
C -0.178 -1.210 3.483
N -0.217 -1.163 2.309
H -0.018 -0.808 6.749
H -0.620 0.463 5.636
H 1.116 0.013 5.629
H -1.435 -3.105 4.907
H 0.311 -3.456 4.851
H -0.405 -2.714 6.349
```

---

No. 11
C40H38InN9O2PS3Se | wB97M-V/def2-TZVPD

Results
orbital gap	7.18	eV
molecular weight	997.76	g mol⁻¹
net charge	+1
HOMO level	-10.40	eV
energy	-171911.9924	eV

XYZ file:
```
95
C40H38InN9O2PS3Se wB97M-V/def2-TZVPD
In 0.234 -0.442 -0.138
C 4.531 1.583 -0.074
C 3.173 1.195 -0.588
N 2.827 0.078 -1.110
N 3.734 -0.899 -1.320
C 3.502 -1.846 -2.283
N 4.341 -2.895 -2.211
S 2.322 -1.713 -3.439
C 2.106 2.214 -0.685
C 2.392 3.568 -0.775
C 1.369 4.449 -1.091
C 0.096 3.956 -1.308
C -0.113 2.596 -1.162
N 0.866 1.750 -0.850
H 5.079 0.743 0.345
H 4.440 2.331 0.712
H 5.135 2.004 -0.882
H 4.569 -0.956 -0.755
H 4.988 -3.034 -1.453
H 4.256 -3.610 -2.912
H 3.402 3.927 -0.643
H 1.570 5.509 -1.169
H -0.732 4.608 -1.546
H -1.103 2.170 -1.263
C -6.171 -4.446 -4.184
C -5.176 -3.875 -3.212
C -3.809 -3.973 -3.456
C -2.886 -3.426 -2.578
C -3.345 -2.778 -1.440
C -4.703 -2.675 -1.166
C -5.608 -3.226 -2.055
S -2.216 -1.985 -0.360
O -0.877 -2.550 -0.639
O -2.670 -2.060 0.993
N -2.119 -0.440 -0.796
C -1.743 -0.270 -2.136
C -2.636 -0.056 -3.181
C -2.122 0.163 -4.445
C -0.743 0.165 -4.645
C 0.082 -0.056 -3.563
N -0.421 -0.270 -2.344
H -5.746 -5.281 -4.739
H -6.473 -3.686 -4.907
H -7.069 -4.789 -3.673
H -3.460 -4.495 -4.338
H -1.823 -3.511 -2.759
H -5.033 -2.187 -0.259
H -6.668 -3.165 -1.842
H -3.697 -0.068 -2.981
H -2.792 0.333 -5.278
H -0.317 0.339 -5.622
H 1.163 -0.074 -3.643
C -2.285 0.748 2.681
P -0.875 1.532 1.808
C -1.556 3.183 1.402
C -0.902 4.372 1.716
C -1.420 5.591 1.297
C -2.593 5.636 0.557
C -3.251 4.454 0.236
C -2.734 3.238 0.654
C 0.311 1.913 3.140
C 1.674 1.764 2.906
C 2.601 2.036 3.900
C 2.167 2.455 5.149
C 0.809 2.609 5.395
C -0.114 2.340 4.396
H -2.939 1.509 3.105
H -1.901 0.102 3.469
H -2.845 0.124 1.986
H 0.014 4.350 2.293
H -0.911 6.510 1.558
H -3.000 6.587 0.241
H -4.171 4.486 -0.333
H -3.247 2.317 0.393
H 2.007 1.412 1.935
H 3.660 1.910 3.711
H 2.885 2.656 5.934
H 0.470 2.935 6.369
H -1.171 2.470 4.596
S 0.376 -2.920 3.874
C 0.357 -1.844 2.711
N 0.344 -1.017 1.861
Se 1.643 -4.128 -0.564
N 2.028 -2.550 0.154
C 2.765 -2.796 1.233
C 3.329 -1.795 2.083
C 4.106 -2.186 3.125
C 4.368 -3.567 3.396
C 3.860 -4.546 2.610
C 3.056 -4.181 1.488
N 2.550 -5.043 0.614
H 3.089 -0.752 1.919
H 4.525 -1.437 3.786
H 4.973 -3.824 4.255
H 4.043 -5.594 2.804
```

---

No. 12
C7H14N2 | wB97M-V/def2-TZVPD

Results
orbital gap (spin up / spin down)	10.20 / 6.41	eV
molecular weight	126.20	g mol⁻¹
net charge	+1
HOMO level (spin up / spin down)	-14.23 / -14.23	eV
multiplicity	2
energy	-10456.0378	eV

XYZ file:
```
23
C7H14N2 wB97M-V/def2-TZVPD
C -1.196 0.999 3.157
C 0.040 0.165 0.738
C -0.288 0.976 1.937
C 1.054 2.119 0.573
N 0.910 0.882 0.018
N 0.356 2.168 1.778
H -0.254 -0.805 0.572
H 1.420 0.588 -0.781
H -1.989 1.708 2.762
H -0.728 1.162 4.062
H 1.622 2.813 0.244
H -1.729 -0.013 3.264
C -0.483 -1.619 -2.674
C -1.174 -2.675 -1.685
C 1.071 -1.641 -2.685
H -0.644 -2.032 -3.754
H -0.989 -0.729 -2.538
H -0.637 -3.461 -1.135
H -1.887 -3.215 -2.294
H 1.486 -2.319 -1.978
H 1.388 -2.113 -3.599
H -1.637 -2.218 -0.810
H 1.573 -0.659 -2.752
```

---

No. 13
C2H3FNO2 | wB97M-V/def2-TZVPD

Results
orbital gap	9.63	eV
molecular weight	92.05	g mol⁻¹
net charge	-1
HOMO level	-5.12	eV
energy	-10426.5741	eV

XYZ file:
```
9
C2H3FNO2 wB97M-V/def2-TZVPD
C -1.404 0.046 -0.141
C 1.248 0.310 0.262
N 1.328 -0.207 -0.875
O -1.049 1.147 0.172
O -1.370 -0.698 -1.072
F -2.190 -0.607 1.027
H 1.589 1.334 0.382
H 0.890 -0.166 1.182
H 0.958 -1.157 -0.938
```

---

No. 14
C5H4O7Y | wB97M-V/def2-TZVPD

Results
orbital gap	6.58	eV
molecular weight	264.99	g mol⁻¹
net charge	+1
HOMO level	-12.46	eV
energy	-20619.9019	eV

XYZ file:
```
17
C5H4O7Y wB97M-V/def2-TZVPD
O -0.593 3.286 0.674
C -1.798 3.387 0.239
O -2.758 3.804 0.868
O 1.836 0.290 -0.518
O 0.509 -1.484 -0.728
C 1.579 -0.886 -0.296
Y 0.903 2.464 -0.622
O 2.080 -1.463 0.814
C 1.418 -2.722 1.055
C 0.169 -2.633 0.164
O -3.067 2.514 -1.646
C -1.981 2.946 -1.270
H 2.099 -3.529 0.765
H 1.189 -2.801 2.122
H -0.741 -2.471 0.750
H 0.022 -3.505 -0.479
O -0.867 2.804 -1.892
```